No. 1
19
Properties=species:S:1:pos:R:3:nbo_charge:R:1 method="wB97M-V/def2-TZVPD" charge=-1 de_lowest_kcal_mol=80.98 fmax_ev_per_a=1.54 homo_lumo_gap_ev=5.75 homo_ev=-2.53 spin_multiplicity=1
S 1.89655 2.30323 1.39081 -0.074
O 1.42073 -2.08488 -1.23548 -0.937
N -0.46685 -1.67746 0.21901 -0.700
N -1.29502 1.87366 0.34924 -0.884
C 1.11417 1.35817 0.08960 -0.564
C 0.46590 -2.65007 -0.50300 0.141
C -0.60246 -0.42677 -0.49016 -0.271
C -0.28937 0.80154 0.42256 -0.058
H 0.15260 -0.38556 -1.28790 0.237
H 1.65132 0.42766 -0.13878 0.280
H -1.38180 -2.09516 0.33144 0.331
H 0.97645 -3.26492 0.28734 0.085
H -1.42600 2.27316 -0.57122 0.356
H 0.86698 3.09115 1.74925 0.120
H -0.23065 -3.25693 -1.16144 0.036
H -1.59728 -0.26420 -0.92127 0.148
H -0.25917 0.44797 1.45447 0.198
H -2.12710 1.63241 0.88005 0.360
H 1.13100 1.89698 -0.86452 0.196

***

No. 2
97
Properties=species:S:1:pos:R:3:mulliken_charge:R:1 method="wB97M-V/def2-TZVPD" de_lowest_kcal_mol=36.03 fmax_ev_per_a=3.35 homo_lumo_gap_ev=7.82 homo_ev=-7.71 spin_multiplicity=1
Sb 1.22708 -1.45209 1.92314 1.094
Cl -2.68863 3.45443 2.03495 -0.107
Cl -2.40338 6.04724 3.16754 -0.185
P -1.36404 2.07561 -4.71527 1.280
Na -1.91806 1.99523 -1.44892 1.175
O -1.11472 2.65985 -3.39143 -0.827
N -1.69113 -1.20626 -1.92190 1.049
N -3.20021 -0.88937 0.09557 0.393
N -4.01115 -0.27210 -2.21236 0.138
N -2.81744 0.26978 0.63526 -0.149
N -0.29905 3.25387 -0.37470 -0.346
N 2.14714 3.59402 -0.16057 0.380
N -0.98352 -0.09818 -2.03394 0.575
N -3.83372 1.06609 -2.37852 -0.387
C 1.85516 -4.06764 0.57856 -1.643
C -2.34387 3.14690 -5.67149 -1.155
C -0.21036 -1.64488 4.59373 -1.750
C 2.59690 4.55076 0.85593 -1.010
C -3.34627 -1.15664 2.28084 -1.233
C -5.00021 -0.72432 -2.99000 -0.157
C -4.70491 1.40594 -3.33388 -0.796
C 2.56159 -0.05431 2.97221 1.554
C 0.49593 -2.65029 3.65048 1.953
C 0.16342 1.83697 -5.75664 -1.301
C 2.70381 -2.79647 0.92585 1.624
C 0.31616 -1.83874 -2.59973 -1.129
C 1.71146 1.28766 3.08265 -1.586
C 1.53049 -3.42491 4.36545 -2.012
C 3.65984 0.31665 1.98783 -1.812
C -2.04170 0.40278 -4.85571 -0.866
C -0.92815 -2.26555 -2.26147 -0.826
C -5.51170 0.34714 -3.69667 -1.093
C -3.48533 -1.76777 1.02557 -0.237
C 3.12439 -0.43418 4.32790 -1.683
C 3.16972 -2.24619 -0.39430 -1.749
C -2.97133 0.13608 1.91600 0.025
C -0.67590 -3.53845 3.19225 -1.930
C -1.96647 5.04342 1.80932 0.298
C 2.98146 3.27746 -1.27035 -0.742
C 3.83942 -3.28166 1.74293 -1.346
C 0.24988 -0.45333 -2.48686 -0.730
C 0.82444 3.40511 -0.25940 0.111
B -3.12306 -1.20806 -1.36479 -0.526
H -2.82612 1.01356 2.57255 0.023
H -1.87999 4.09552 -5.86017 0.386
H 3.51746 -3.76284 2.74302 0.136
H 1.35458 -4.41914 1.50630 0.330
H -6.33362 0.36435 -4.37109 0.456
H -3.51023 -1.64399 3.21292 0.523
H -0.87814 4.98701 1.75376 -0.315
H 0.12506 1.09328 -6.55637 0.379
H 0.78194 1.03755 3.64219 0.270
H -3.64415 -2.78709 0.76404 0.508
H 2.29085 2.01819 3.66471 0.527
H 0.38582 -1.33949 5.44038 0.409
H 0.39327 2.78937 -6.23937 0.428
H -1.33868 -2.94406 2.62405 0.412
H -2.50694 2.63599 -6.62630 0.361
H -2.22304 0.31815 -5.93340 0.530
H -0.59913 -0.71623 4.15142 -0.054
H 2.77386 5.54324 0.47634 0.371
H 2.34506 -1.75663 -0.94452 0.069
H 3.83302 -1.21753 4.21976 0.319
H 2.23157 -0.69100 4.95120 0.247
H -1.30293 -3.24975 -2.20379 0.661
H 3.99594 3.12568 -0.88634 0.323
H -5.30097 -1.76080 -2.93876 0.452
H 2.41531 -2.86797 4.49716 0.348
H 1.17329 -3.76125 -0.21485 0.227
H 1.12711 -3.69088 5.36941 0.447
H -0.37859 -4.25095 2.43071 0.405
H 1.83942 4.74888 1.57067 0.284
H 2.47523 -4.91028 0.24620 0.453
H 3.60571 0.41830 4.83199 0.449
H -1.15063 -4.03703 4.07766 0.455
H -2.90970 0.06780 -4.34430 0.037
H 4.17070 1.23431 2.31948 0.476
H 3.54566 4.19701 1.26332 0.295
H 4.39792 -0.45086 1.95671 0.317
H 0.93245 0.36920 -2.70250 0.273
H 3.61880 -3.00190 -1.00290 0.519
H -1.26426 -0.36079 -4.64680 0.278
H 3.23966 0.39510 0.98823 0.283
H 1.14937 -2.41708 -3.00935 0.503
H 3.98339 -1.52382 -0.27114 0.356
H 0.95822 1.48107 -5.09064 0.260
H 4.38683 -4.13322 1.20199 0.415
H 1.45292 1.56974 2.04959 0.270
H -3.64150 -2.27501 -1.53344 -0.198
H 1.78312 -4.39455 3.96090 0.298
H -4.72949 2.40463 -3.72152 0.713
H 3.06831 4.10427 -1.98797 0.314
H -2.35566 5.47815 0.91275 0.280
H -3.29303 3.25288 -5.17684 0.283
H -1.01564 -2.28572 4.97964 0.625
H 2.61808 2.34450 -1.79151 0.084
H 4.58854 -2.53947 2.08975 0.169

***

No. 3
82
Properties=species:S:1:pos:R:3:mulliken_spin:R:1 method="wB97M-V/def2-TZVPD" s_squared=2.483 charge=-2 fmax_ev_per_a=3.23 homo_lumo_gap_ev="2.54 / 3.29" homo_ev="2.02 / 1.27" spin_multiplicity=3
W 0.00000 0.00000 0.00000 1.642
Cl -0.18060 0.82920 8.79260 0.037
Cl -0.07770 -0.08430 -2.43780 -0.006
O -0.06290 0.15800 2.04550 0.069
O 1.16700 -1.69160 2.62960 0.105
N -2.74660 1.51000 -0.11700 -0.029
N 1.10370 -2.91410 -0.22270 -0.054
N 2.74130 -1.52360 0.06240 0.010
N -1.10280 2.92200 -0.09930 -0.049
C 0.47980 -0.62570 2.96090 0.182
C -3.29770 2.78010 -0.18650 0.002
C -3.61040 0.27720 -0.21750 -0.019
C -0.99550 -2.86680 -1.51890 -0.062
C 0.70630 -0.75400 6.74420 -0.096
C 0.00990 0.40430 7.10120 0.290
C 0.25220 3.57930 -0.04860 0.013
C -0.07730 -5.03990 -0.74060 0.003
C 3.71530 0.14230 1.62180 -0.002
C -3.57140 -0.21580 -1.66900 0.005
C 1.05080 2.97460 1.11120 -0.078
C -2.27330 3.66060 -0.17020 -0.003
C 0.94000 3.39150 -1.40160 0.029
C 1.36720 -1.57480 -0.04370 -0.060
C 0.86110 -1.09350 5.39630 0.198
C 3.29490 -2.78930 -0.05450 0.005
C -1.36980 1.57190 -0.06550 -0.034
C 0.08610 5.08460 0.20320 0.004
C -0.53420 1.22410 6.10890 -0.038
C 3.00760 0.79360 -0.72940 -0.186
C 5.02840 -0.63070 -0.33230 -0.006
C 2.27380 -3.65670 -0.22690 -0.002
C 0.31670 -0.27570 4.38910 -0.002
C -0.24970 -3.55830 -0.37690 0.035
C -0.38370 0.88780 4.76050 0.117
C -0.99490 -3.46510 0.95910 -0.026
C -5.05670 0.63120 0.15930 -0.003
C -3.11160 -0.77970 0.76560 -0.143
C 3.61330 -0.29660 0.16270 0.011
H -2.06170 -3.64840 0.79500 0.002
H -2.03450 -0.92460 0.65770 -0.021
H -3.82450 -1.28090 -1.69990 0.002
H 5.58340 -1.23030 0.39670 -0.001
H -0.81320 1.54070 4.01070 0.061
H -1.36830 -1.89040 -1.20700 0.045
H 2.29280 -4.72410 -0.35060 -0.002
H -0.37170 5.59400 -0.65070 0.001
H -3.62150 -1.72610 0.56330 0.002
H -2.29020 4.73450 -0.20420 -0.003
H 0.83070 2.36630 -1.75720 -0.020
H -2.58640 -0.05920 -2.11460 -0.014
H -0.86610 -2.48330 1.41410 0.019
H -1.07370 -5.44910 -0.92950 -0.001
H 1.40530 -1.99510 5.14430 0.062
H -1.83610 -3.49260 -1.83480 -0.001
H -0.61400 -4.21540 1.65960 -0.003
H 0.51740 -5.17090 -1.65030 0.000
H 0.36880 -5.61870 0.07460 0.000
H -5.56030 1.21550 -0.61720 0.002
H -1.07330 2.12290 6.38030 0.004
H 5.02330 -1.14440 -1.29870 -0.001
H 4.35260 -2.97350 -0.00830 -0.002
H 2.05580 3.40850 1.12700 0.009
H 4.55670 0.83300 1.72990 -0.006
H -4.35590 2.95840 -0.24240 -0.001
H 1.08530 5.50490 0.34810 0.000
H 2.00380 3.63080 -1.30420 -0.002
H -0.49440 5.29300 1.10780 -0.001
H 3.20940 0.57090 -1.78270 0.005
H 3.46170 1.75980 -0.48460 0.002
H -4.30300 0.33370 -2.27110 -0.001
H 2.79810 0.64590 1.93460 -0.008
H 3.87420 -0.71560 2.28110 -0.006
H 1.12910 -1.39190 7.50990 0.003
H 1.92440 0.85360 -0.60170 -0.119
H -5.10920 1.16860 1.11190 0.002
H 1.12950 1.89220 1.01350 0.110
H 0.49210 4.04690 -2.15410 0.004
H -5.60680 -0.30750 0.27000 -0.002
H -0.32850 -2.70420 -2.37040 0.004
H 5.56100 0.31480 -0.46790 0.001
H -3.31290 -0.48270 1.79850 0.016
H 0.55950 3.19320 2.06510 -0.004